(1)
A molecular structure, C25H31CoI2N5. Source: OMol25; level of theory: the ωB97M-V functional and the def2-TZVPD basis.

- ΔE to the lowest compared entry with this formula, charge and spin: 3.666 eV
- ⟨S²⟩: 0.9445

ORCA input file:
```
! RIJCOSX wB97M-V def2-TZVPD def2/J DEFGRID3
* xyz 2 2
H 0.83944 -4.40352 0.69478
H -4.63250 0.02590 1.61334
H -1.62166 4.53326 2.39991
C 2.89997 -1.59462 -3.07496
N 1.53667 -0.42945 -1.51033
C 1.92165 0.73483 -2.04203
C -2.67925 -0.41483 0.88898
H 3.98126 -0.36800 -4.46792
N -1.74913 -1.31373 0.51150
Co -0.00731 -0.64545 -0.34551
C 2.82866 -0.30055 2.58936
H 0.72596 -3.28891 -1.91238
C 0.26514 -3.46934 0.70340
H -1.52672 4.22428 -0.92961
C 1.52920 -2.83477 -1.32865
C 2.80660 0.79781 -3.10299
H -2.12593 2.85657 2.53464
C 2.01983 -1.58255 -2.01233
H 3.05900 -1.83176 0.20098
C -1.87178 0.18917 -4.26371
H -0.52510 3.35638 3.08600
N 1.02570 -2.42277 -0.00262
H -2.94634 0.32066 -4.30863
H -0.35401 0.90836 2.61137
C 2.20091 -2.04932 0.83899
C -3.35433 -3.02217 0.98313
C 0.43653 4.20924 0.60501
H -2.69190 4.11532 0.37595
H 2.32769 -3.57892 -1.23600
H 0.82867 4.04337 -0.39912
C -1.11779 -3.66742 0.11994
H -1.08859 -3.72135 -0.97257
H 0.17754 -3.14803 1.74457
H -1.48908 -4.64150 0.43927
H -2.40202 0.61741 0.80396
C -3.94116 -0.75311 1.32894
H -3.58511 -4.07646 1.00200
H 3.67334 -0.89545 2.89740
H 3.27970 -2.53238 -3.45480
C -4.29313 -2.08807 1.37712
H 2.48844 -2.88610 1.48153
H 3.42212 1.49154 3.61655
N 0.83800 -0.17296 1.28911
C -1.27515 3.50452 2.31241
C 3.29499 -0.38600 -3.63305
H 1.45761 2.76753 2.94813
H 1.49166 1.62255 -1.59946
C -0.75285 3.27960 0.88454
C -0.27225 1.83852 0.72606
C -1.88058 3.58788 -0.12101
I -0.95947 2.05049 -3.94061
I -1.57764 -1.30389 -2.76789
H 3.09422 1.75795 -3.50384
H -2.28632 2.69110 -0.58392
C 1.56922 1.74699 2.62234
C 0.45273 1.10202 1.87520
C 2.66583 1.02733 3.00066
H 0.10059 5.24359 0.66322
C -2.09807 -2.61792 0.55802
N -0.54144 1.15445 -0.29405
H -1.48554 -0.24191 -5.17953
C 1.91403 -0.81100 1.63666
H 1.25290 4.09307 1.31374
H -5.27367 -2.39751 1.70884
*
```

(2)
A molecular structure, C25H31DyN3OP2. Source: OMol25; level of theory: the ωB97M-V functional and the def2-TZVPD basis.

- Energy: -2778.10950 Eh
- ⟨S²⟩: 9.8097

ORCA input file:
```
! RIJCOSX wB97M-V def2-TZVPD def2/J DEFGRID3
* xyz 1 6
H -1.84320 2.92088 1.25962
C -3.35878 0.79278 -1.86578
C -3.38269 1.65834 0.42550
O 2.08777 -2.00727 4.69809
H -2.74418 -0.29997 -3.65132
H 0.88596 0.33156 2.60372
H -1.21289 0.92646 -5.42932
H 4.59899 -2.98141 -0.43067
H -1.42379 -1.40677 2.89052
C -1.22866 2.49579 -2.36627
Dy 0.34656 -1.09027 -1.04055
C -2.91055 1.77374 -0.92889
H -2.74268 -0.29252 3.36780
H 2.28945 1.14721 -3.11802
C -5.21617 0.31112 -0.36845
H 2.18683 2.63713 1.27054
C 3.77962 -2.71276 0.24058
H -2.91876 2.28498 2.53824
C 2.85933 -2.64630 3.99110
H 0.26059 3.56050 -0.40319
N 3.82344 -3.48005 4.49962
H 0.48758 2.61614 -5.84371
H -0.78955 0.24585 0.35517
C -2.45280 2.05793 1.55483
H -5.08574 1.13050 1.63696
C 0.07065 2.51915 -4.84536
H 2.36856 -2.22825 -1.35099
H -1.12280 -0.55370 -1.88593
C -4.61733 1.06507 0.64971
C 2.65763 1.92827 0.57570
H 0.53258 2.07955 2.37206
C -2.44542 0.46803 -2.93068
H 3.46353 2.05056 -2.11657
N -2.03210 2.73947 -1.30292
P 1.52092 1.51023 -0.79784
C -0.94345 1.61148 -4.61906
H -6.18786 -0.15761 -0.21238
H 3.57207 2.38240 0.16429
C 2.75299 1.21016 -2.12477
H 1.76177 3.96020 -1.31838
C 0.11893 1.11548 2.68369
H 0.72363 -1.82052 2.49657
C 1.65013 -2.02389 1.92714
H -2.84947 -1.18855 1.82295
N 1.56356 -1.83809 0.56768
H 3.81784 -3.64804 5.50400
H 2.91733 1.00986 1.12198
C 0.62222 3.24753 -3.77385
H -0.20475 1.18655 3.72887
H -4.94781 -0.63831 -2.27427
H 4.28934 -4.14744 3.89913
C 0.91705 3.24294 -1.23178
C 0.08896 3.09359 -2.49298
C 2.81340 -2.53939 2.47616
C -1.59638 1.54171 -3.37645
H 4.81868 -3.22914 2.07290
H 1.49615 3.88093 -3.95409
C 2.58403 -2.23629 -0.26467
H 3.29443 0.27338 -1.91430
C -4.55190 0.09926 -1.56588
P -1.29697 0.65179 1.71406
C -2.16129 -0.68286 2.51370
C 3.89284 -2.87105 1.62289
*
```

(3)
A molecular structure, C25H31GeO4Ru. Source: OMol25; level of theory: the ωB97M-V functional and the def2-TZVPD basis.

- ΔE to the lowest compared entry with this formula, charge and spin: 0.394 eV

ORCA input file:
```
! RIJCOSX wB97M-V def2-TZVPD def2/J DEFGRID3
* xyz 3 1
H 0.99507 0.33935 3.68744
C -1.69455 2.60353 0.90711
C -0.53712 4.55202 1.72710
H 1.77087 0.35916 -2.43393
C 2.86367 0.84027 0.11716
H 2.70283 -1.04745 -1.85372
H 2.30358 3.91310 -0.88409
C 0.61131 5.37053 1.65630
H 3.04168 1.65977 -0.57882
C -4.03151 2.08564 -3.15587
H 1.42140 3.76285 -3.63496
C -1.74411 2.73937 -2.78982
C 2.49462 1.39259 1.52603
H -1.58190 5.56379 3.32811
O 1.06326 1.22850 1.80504
C -2.82232 1.90375 -2.50572
H 2.47446 5.77622 0.70057
H -2.30356 -1.98342 1.00421
Ru -0.00646 0.98676 0.01569
C 0.81198 0.03875 2.65748
C 0.35545 3.25525 -0.18271
H 0.39987 -1.67905 -2.86469
H -0.84702 -1.31504 2.96685
O -0.63452 -0.52053 -1.47466
H 1.50596 -0.74553 2.35548
H 0.70879 6.21321 2.33227
H -1.80000 1.81593 0.10175
Ge -0.01454 2.58753 -1.97614
H -3.20701 4.73788 -5.10182
C -1.97001 -1.09782 0.46384
C -0.62555 3.48784 0.81573
H 2.68868 2.45577 1.59067
H -3.56813 2.06381 1.80763
H 3.04061 0.88499 2.31737
H 1.31172 2.06690 -4.05121
H -1.33223 0.37825 2.67186
H 0.60692 -2.15635 -1.15612
H -4.86701 1.43207 -2.94396
C -4.16905 3.10933 -4.08668
C -1.88170 3.75658 -3.73726
H -1.47977 -2.39739 -1.21896
O 1.74014 0.06010 -0.37817
C -1.61474 4.72721 2.63983
C -3.09823 3.94430 -4.37520
H 2.47926 2.60845 -2.82195
C 0.54105 -1.31643 -1.84749
C 1.51468 4.05246 -0.15453
C -0.61475 -0.40326 2.41612
H 3.73072 0.18213 0.13973
O -0.68758 -0.67964 0.98458
H -2.62347 -1.11130 -1.61276
C 1.78533 -0.47351 -1.72998
C 1.47701 2.75284 -3.22015
H -1.05400 4.41206 -3.98518
H -5.11381 3.25263 -4.59347
H -2.68617 -0.28736 0.62583
C -2.73927 2.75812 1.77926
H -2.72302 1.09274 -1.79147
H -3.50945 4.05357 3.33694
C -2.69251 3.87596 2.65066
C 1.61291 5.12202 0.74163
C -1.73863 -1.35820 -1.02891
*
```

(4)
C25H31N3O in the gas phase. Source: OMol25; level of theory: the ωB97M-V functional and the def2-TZVPD basis.

- ΔE to the lowest compared entry with this formula, charge and spin: 0.066 eV

ORCA input file:
```
! RIJCOSX wB97M-V def2-TZVPD def2/J DEFGRID3
* xyz 0 1
H -3.37892 0.16606 1.92029
H 3.61414 -4.48752 0.61929
H -5.82642 2.30626 -2.16465
H 3.64751 4.74599 -0.31722
N 1.34465 -0.80744 0.69686
H 5.84496 2.32012 -1.93123
H 1.04910 -1.80077 2.49423
C -6.72201 0.90250 -0.82001
C 5.10905 1.89950 -1.26199
H -0.35843 1.35214 0.30198
H -3.73081 1.04434 -2.37775
H -0.52725 0.07457 2.58256
H -1.15157 0.67346 -1.11049
H 5.22618 4.48906 0.41900
H 3.78155 -4.08418 -2.07478
H 2.52659 -0.13081 2.25244
C 0.48343 -1.54744 1.59347
H -1.41561 -1.44977 2.61087
H -2.40992 -0.83309 -1.92396
N 3.88582 -2.07336 -1.57224
C -0.79544 -0.80040 1.98927
C 3.18638 0.78888 0.43866
C 4.91120 0.53435 -1.23130
H -5.26297 -1.94520 0.25265
C 4.59045 4.21400 -0.42323
C -3.06114 -1.31077 -1.19162
H 1.28316 0.18436 -1.12278
C -2.66082 0.68734 1.27037
O -2.03064 1.73369 1.98585
H -7.64330 1.45797 -0.72435
C -2.30003 -1.52949 0.12462
C 0.61331 -0.39938 -0.48698
H -3.20866 1.09999 0.41593
C -0.64672 0.41624 -0.17950
C 2.08731 0.26629 1.32999
C -6.55673 -0.29455 -0.14392
H -2.70445 2.36539 2.25338
H 0.23401 -2.48767 1.09130
C -5.37720 -1.00523 -0.26826
N 3.84713 -1.43106 -0.40405
H -1.53950 -2.28615 -0.07115
H 2.80828 2.80286 1.01614
C 3.69430 -3.55670 0.09586
C 3.73737 -2.29292 0.62977
C 4.36853 2.73236 -0.43391
C 3.41186 2.15814 0.39173
H 3.73290 -1.96484 1.64734
C -4.33834 -0.53025 -1.06090
H 5.07969 4.53994 -1.33762
H -3.31243 -2.30255 -1.58135
C -4.52193 0.66518 -1.74545
H -2.98987 -1.94811 0.86141
C -1.60468 -0.31631 0.77045
C 3.78437 -3.35437 -1.28913
C 3.97330 -0.03338 -0.37423
H 5.47573 -0.12207 -1.87510
C -5.70245 1.37774 -1.62618
H 1.44935 1.11549 1.62349
H -7.35263 -0.67780 0.47832
H 0.34927 -1.31056 -1.03219
*
```

(5)
A molecular structure, C25H31N4RuS4. Source: OMol25; level of theory: the ωB97M-V functional and the def2-TZVPD basis.

- ΔE to the lowest compared entry with this formula, charge and spin: 1.183 eV
- ⟨S²⟩: 0.7584

ORCA input file:
```
! RIJCOSX wB97M-V def2-TZVPD def2/J DEFGRID3
* xyz 2 2
C -2.27951 -1.48426 -2.83063
C -1.82253 1.78317 1.89151
H 5.07507 -0.08988 -4.38264
H -1.99085 5.65899 -0.69756
H 3.23851 3.50830 4.86272
C -2.17830 -3.19229 -0.30836
H 3.56566 2.89550 2.50703
S -0.63779 0.43001 2.23946
C -1.59126 4.66479 -0.54890
H -0.39364 4.68961 -2.33806
N -2.23421 -0.10178 -0.76226
Ru 0.16867 0.16695 0.02743
H -2.19397 -2.49820 1.61266
S 1.79102 -1.60680 -0.03537
C -0.70508 4.12483 -1.47047
C 0.42783 1.69557 4.41867
H 4.47249 -2.28124 -0.74850
C 3.17316 0.17696 -3.43682
C 4.10194 -1.59992 -1.50308
H -2.15078 -4.82330 -3.46699
H -0.76257 -3.11797 1.16309
H 0.91519 2.70718 -3.10400
N -2.60172 -3.90717 -3.41182
H -2.54270 -4.18537 -0.02272
H -4.09851 -2.93932 -1.27624
C -3.37211 -2.34448 -0.71100
N -1.53486 -2.54272 0.83847
S 0.74150 0.46423 -2.16999
C -1.15829 -3.34953 -1.46227
N -0.58297 2.14234 -0.17407
H 2.80033 0.86410 -4.18696
H 5.89536 -1.65941 -2.65637
H -1.47595 -0.76900 -3.00521
C 2.38740 -0.16806 -2.34261
H -2.71453 -0.01873 0.12901
C 2.67872 2.56754 3.03397
C 2.49320 2.90597 4.36070
H -2.94640 -1.38734 -3.69197
C 4.89922 -1.24496 -2.57687
C 0.60983 1.37646 3.07559
H -3.92580 -2.05574 0.18701
C 2.81631 -1.07241 -1.36912
H -2.61570 4.34282 1.31525
C 4.44213 -0.35970 -3.54903
H -0.81042 -4.38364 -1.53464
H -0.26287 -2.77430 -1.21044
H -2.81045 1.34306 1.73338
H -0.80255 -2.88821 -3.53282
H 1.24596 2.72749 6.10561
C -1.94608 3.93339 0.57140
C -3.02173 -1.11026 -1.53809
C 1.37197 2.47031 5.06348
C -0.18562 2.86400 -1.24394
C -1.63023 -2.86924 -2.82397
H -2.36444 0.79691 -1.22109
H -0.44431 1.33104 4.94813
C -1.42985 2.65607 0.72705
H -1.90328 2.37221 2.80470
C 0.90926 2.28630 -2.10154
S 2.06102 1.29897 0.71406
H -3.97336 -0.64690 -1.81089
C 1.73045 1.78665 2.36664
H 1.86354 2.48611 -1.60919
H -2.90129 -3.64849 -4.35420
H -3.43953 -4.01211 -2.83699
*
```

(6)
C25H31N5O5 in the gas phase. Source: OMol25; level of theory: the ωB97M-V functional and the def2-TZVPD basis.

- ΔE to the lowest compared entry with this formula, charge and spin: 0.000 eV

ORCA input file:
```
! RIJCOSX wB97M-V def2-TZVPD def2/J DEFGRID3
* xyz 0 1
N 0.73230 -2.13647 1.21562
C -0.02605 -2.99103 0.48326
C -1.72789 0.76519 -1.16321
C -0.95477 4.31466 -1.15184
H 1.36421 2.58882 2.38784
H 0.98552 -4.29193 4.64657
C -1.48352 -0.57179 -0.49081
O -0.51182 -3.99186 0.96322
C -3.45548 -0.11869 -2.75876
C -0.14978 -0.60474 -2.37222
C -3.19143 0.85444 -1.61412
H -3.83347 0.61333 -0.76503
C 0.17620 3.74180 -0.59821
C 0.95177 -2.48110 2.61820
C 1.94230 -3.63665 2.81790
H -0.95116 4.61224 -2.18958
H 2.29868 3.30379 1.05035
H 3.59011 0.02232 -1.50912
H 3.69848 -2.37171 2.81966
C -0.94048 3.58294 1.51801
H -2.94229 4.32881 1.57783
C 1.36977 -0.98616 0.69121
H 1.57471 -4.49415 2.24886
C -2.07182 4.15847 0.96271
H 2.65066 -4.83978 4.46403
C 3.33748 -3.27148 2.32238
O 3.15501 2.32700 -0.73794
H -1.78818 2.15783 -3.61977
O -1.93963 -0.93963 0.56473
C 2.38288 -1.13671 -0.32080
H -3.27381 -1.13308 -2.39779
H -0.01518 -2.77810 3.03560
H 0.06542 1.49533 -2.16438
H -1.53589 1.56545 -0.44428
H -0.67636 1.07784 -4.46508
N -0.62717 -1.30054 -1.27409
H -0.93417 3.33714 2.57223
C 2.62143 1.33075 -0.30584
H 4.03210 -4.08056 2.53453
C -2.56942 0.17043 -3.98430
H -1.01568 -3.35146 -1.35176
N 1.66863 1.38660 0.70455
H 3.33559 -3.10560 1.24942
C 0.18812 3.35730 0.73897
H -4.50812 -0.06366 -3.03865
C -0.75155 0.78762 -2.33981
H -0.56801 -0.37240 2.20152
H -2.15354 -0.76575 -4.35927
N 2.89666 0.08137 -0.77107
C 1.97495 -4.00460 4.29945
C -1.42133 1.13142 -3.67041
H 1.31606 -1.59153 3.13499
H -2.96753 4.96131 -0.80580
O 2.78440 -2.17790 -0.79629
H 2.32083 -3.16144 4.89517
H 0.68726 -2.86669 -1.54429
H -3.41206 1.87650 -1.92506
O 0.62232 -1.05061 -3.17497
H 1.06695 3.60279 -1.19241
H -0.40077 1.30829 2.16662
C -2.08426 4.51510 -0.37462
C 1.01390 0.26231 1.15087
C 1.42271 2.69844 1.30261
H -3.16812 0.60208 -4.78755
N 0.06224 0.41503 2.11511
C -0.23891 -2.66701 -0.99492
*
```

(7)
A molecular structure, C25H31N6O3. Source: OMol25; level of theory: the ωB97M-V functional and the def2-TZVPD basis.

- Energy: -1524.85721 Eh

ORCA input file:
```
! RIJCOSX wB97M-V def2-TZVPD def2/J DEFGRID3
* xyz -1 1
H 3.07697 0.05520 3.22133
C -2.09822 -1.90071 -2.39356
C 1.28264 -0.58844 2.41944
C -3.04277 -0.09190 -3.29731
C -2.49932 -0.57443 -2.13449
C -3.42516 1.32675 -1.63474
H -3.89067 0.35568 -1.71685
H -1.50029 0.67344 -0.60209
C 1.98033 -3.62407 0.21742
H -1.60540 4.21740 1.99527
H 1.80006 -1.41958 -0.36584
O 1.11888 0.15334 0.11522
H 1.13229 2.22525 -0.51263
H -1.99309 1.39210 2.22230
C 0.17906 -3.57643 1.43257
C 1.50178 -2.35397 0.08621
H -1.69208 -2.61060 -1.68823
H 2.06395 0.07113 -0.03204
C 3.47409 -1.04412 -0.93824
H -2.41677 0.01194 -1.23130
C 3.39124 1.06368 -0.39219
H -1.13405 3.03322 -0.23108
H -0.97113 -0.83032 2.54319
C 0.00886 -0.73158 2.98620
N 3.36382 0.23728 -1.46611
H -2.30723 -2.97239 -4.40873
C -3.91580 2.58000 -1.87817
H 3.52684 0.71591 1.77137
C 0.30275 2.49964 0.12214
H 1.73861 -0.60422 1.44054
C -1.10762 3.38452 1.52101
N 2.13157 -0.23304 3.42928
C 3.56912 0.36208 0.75185
N -0.43194 1.45421 0.76382
H 3.13935 0.48389 -2.41947
C -2.16848 1.40414 -1.03337
H 3.41620 -1.84557 -1.65986
N 0.40464 -2.32972 0.91285
H 3.15020 2.10266 -0.56195
H 3.98514 -1.79619 1.03280
H -2.88985 4.53173 -1.32914
O 1.40481 -0.26728 -2.01275
H 0.15489 4.67503 0.39996
C 0.62428 -0.00258 -1.09831
N -3.01100 -1.07352 -4.23457
C -2.96468 3.45440 -1.34186
H 2.83866 -4.04492 -0.28514
H -0.19552 0.48821 0.58756
H -0.64611 -0.56379 5.09056
C 1.46962 -0.23214 4.65403
O -0.62400 0.06321 -1.34307
H -3.48772 0.86546 -3.52511
H -4.83656 2.83222 -2.38315
H -0.18165 -1.52715 1.09241
C 0.13820 -0.57687 4.34820
C 1.24829 -4.39238 1.12525
H -3.40364 -1.00886 -5.16287
H -0.71326 -3.75283 2.01485
C -0.15699 3.65740 0.58319
C 3.75045 -0.95740 0.39424
C -2.35897 -2.13759 -3.72547
H 1.50313 -5.41957 1.34054
N -1.95464 2.71967 -0.72951
H 2.09454 -0.03378 5.51224
C -1.34068 2.02714 1.64135
*
```